1.
Density functional theory data (ωB97M-V/def2-TZVPD) for one molecule with the formula C14H18N2O6 at a distorted geometry.

Each line ends with the natural charge from an NBO analysis.
CARTESIAN COORDINATES (ANGSTROEM)
N (0.339, 0.930, -2.414)  -0.813
C (0.064, -0.272, -1.521)  -0.167
C (-1.025, -1.254, -1.996)  -0.418
C (-2.173, -1.187, -0.958)  -0.520
C (-2.927, 0.134, -1.021)  0.822
O (-2.743, 1.122, -1.722)  -0.596
O (-3.969, 0.070, -0.104)  -0.725
C (1.391, -1.032, -1.383)  0.693
O (1.816, -1.852, -2.206)  -0.628
N (2.252, -0.631, -0.427)  -0.649
C (2.350, 0.800, -0.013)  -0.161
C (1.900, 1.158, 1.380)  -0.441
C (0.559, 0.613, 1.798)  -0.071
C (0.427, -0.716, 2.220)  -0.171
C (-0.763, -1.332, 2.505)  -0.280
C (-1.945, -0.597, 2.310)  0.306
O (-3.126, -1.338, 2.395)  -0.689
C (-1.854, 0.779, 1.912)  -0.304
C (-0.606, 1.353, 1.642)  -0.189
C (3.804, 1.335, -0.458)  0.809
O (4.101, 2.364, -0.990)  -0.543
O (4.807, 0.438, 0.050)  -0.723
H (0.725, 0.522, -3.354)  0.362
H (-0.424, 1.383, -2.627)  0.360
H (-0.142, 0.123, -0.568)  0.211
H (-0.600, -2.289, -2.117)  0.249
H (-1.396, -0.881, -2.990)  0.227
H (-2.834, -2.009, -1.205)  0.245
H (-1.957, -1.359, 0.006)  0.240
H (-4.467, 0.892, -0.297)  0.502
H (2.922, -1.428, -0.330)  0.429
H (1.712, 1.311, -0.746)  0.275
H (2.658, 0.780, 2.162)  0.225
H (2.140, 2.297, 1.482)  0.244
H (1.394, -1.272, 2.203)  0.219
H (-0.826, -2.223, 3.077)  0.233
H (-3.678, -0.954, 1.699)  0.496
H (-2.866, 1.224, 1.856)  0.225
H (-0.603, 2.393, 1.219)  0.228
H (5.564, 0.606, -0.472)  0.487

frontier orbital gap: 9.37 eV
multiplicity: 1
energy above the lowest of the compared OMol25 structures with the same formula, charge and spin: 2.194 eV
LUMO: 0.4 eV

2.
Density functional theory data (ωB97M-V/def2-TZVPD) for one molecule with the formula C12H26N4O3 at a distorted geometry.

Each line ends with the natural charge from an NBO analysis.
CARTESIAN COORDINATES (ANGSTROEM)
N (-5.397, 0.633, 2.148)  -0.810
C (-5.214, -0.350, 1.130)  -0.226
C (-3.807, -0.509, 0.589)  -0.424
C (-3.007, 0.688, -0.119)  -0.438
C (-2.344, 0.126, -1.370)  -0.394
C (-1.008, -0.571, -1.231)  -0.181
N (0.107, 0.376, -1.009)  -0.634
C (0.784, 0.285, 0.176)  0.690
O (0.915, 1.275, 0.857)  -0.621
C (1.313, -1.107, 0.593)  -0.159
N (1.554, -1.962, -0.574)  -0.820
C (2.474, -0.740, 1.517)  -0.402
C (3.564, -0.177, 0.621)  -0.420
C (4.601, 0.711, 1.358)  -0.418
C (4.068, 1.950, 2.130)  -0.236
N (3.565, 2.960, 1.193)  -0.856
C (-0.671, -1.278, -2.460)  0.784
O (-0.995, -2.404, -2.762)  -0.591
O (-0.180, -0.450, -3.415)  -0.668
H (-4.663, 0.530, 2.791)  0.345
H (-5.325, 1.492, 1.626)  0.348
H (-5.913, -0.119, 0.313)  0.179
H (-5.711, -1.311, 1.494)  0.193
H (-3.798, -1.375, -0.167)  0.204
H (-3.332, -0.893, 1.555)  0.197
H (-3.632, 1.621, -0.265)  0.226
H (-2.260, 1.085, 0.705)  0.225
H (-3.053, -0.643, -1.800)  0.226
H (-2.285, 0.887, -2.142)  0.223
H (-1.085, -1.137, -0.313)  0.233
H (-0.163, 1.348, -1.077)  0.398
H (0.580, -1.765, 1.171)  0.221
H (1.683, -1.442, -1.454)  0.367
H (0.674, -2.470, -0.655)  0.363
H (2.244, -0.110, 2.345)  0.234
H (2.939, -1.720, 1.945)  0.199
H (3.161, 0.398, -0.192)  0.195
H (3.990, -1.184, 0.298)  0.227
H (5.392, 0.165, 1.903)  0.211
H (5.292, 1.267, 0.614)  0.222
H (3.226, 1.976, 2.840)  0.180
H (4.867, 2.351, 2.730)  0.189
H (3.490, 3.814, 1.703)  0.349
H (2.658, 2.714, 0.848)  0.369
H (-0.213, -1.060, -4.162)  0.499

frontier orbital gap: 9.16 eV
multiplicity: 1
energy above the lowest of the compared OMol25 structures with the same formula, charge and spin: 2.680 eV
LUMO: 0.5 eV

3.
Density functional theory data (ωB97M-V/def2-TZVPD) for a 2-piece molecular cluster, C4H8Si overall at a distorted geometry.

Each line ends with the natural charge from an NBO analysis.
CARTESIAN COORDINATES (ANGSTROEM)
C (-1.913, -0.087, 0.422)  -0.149
C (-1.007, -1.116, 0.158)  -0.242
C (-0.892, 1.014, -0.032)  -0.476
C (0.105, -0.156, -0.267)  -0.448
Si (1.941, -0.032, 0.196)  0.924
H (-2.830, -0.075, 0.867)  0.197
H (-1.232, -2.134, 0.227)  0.213
H (-1.193, 1.603, -0.900)  0.225
H (-0.731, 1.619, 0.829)  0.206
H (0.694, -0.631, -1.951)  0.065
H (2.377, -1.085, -0.623)  -0.174
H (2.217, -0.182, 1.535)  -0.194
H (2.465, 1.263, -0.460)  -0.147

frontier orbital gap: 8.83 eV
multiplicity: 1
energy above the lowest of the compared OMol25 structures with the same formula, charge and spin: 4.608 eV
LUMO: 0.2 eV

4.
Density functional theory data (ωB97M-V/def2-TZVPD) for a 2-piece molecular cluster, C4H9N2 overall at a distorted geometry.

Each line ends with the natural charge from an NBO analysis.
CARTESIAN COORDINATES (ANGSTROEM)
C (-1.397, 1.846, 1.598)  -0.068
N (-2.332, 1.451, 0.779)  -0.622
H (-0.436, 2.237, 1.135)  0.172
H (-1.461, 1.677, 2.691)  0.172
H (-3.245, 1.346, 1.276)  0.353
C (0.733, -0.679, -1.513)  -0.076
C (1.878, -0.328, -2.159)  -0.272
C (-0.027, -1.326, 0.686)  0.109
N (0.901, -1.125, -0.195)  -0.401
H (-0.270, -0.720, -1.826)  0.244
H (2.836, -0.334, -1.610)  0.221
H (1.819, -0.066, -3.205)  0.252
H (0.211, -1.490, 1.735)  0.236
H (-1.052, -1.135, 0.466)  0.236
H (1.843, -1.355, 0.141)  0.444

net charge: +1
frontier orbital gap: 7.85 eV
multiplicity: 1
energy above the lowest of the compared OMol25 structures with the same formula, charge and spin: 3.487 eV
LUMO: -5.6 eV

5.
Density functional theory data (ωB97M-V/def2-TZVPD) for one molecule with the formula C21H20ClN3O6S at a distorted geometry.

Each line ends with the natural charge from an NBO analysis.
CARTESIAN COORDINATES (ANGSTROEM)
C (5.284, 0.943, 1.088)  -0.238
O (3.918, 1.273, 0.949)  -0.499
C (3.071, 0.545, 0.171)  0.285
C (1.816, 1.139, 0.031)  -0.265
C (0.819, 0.529, -0.707)  -0.122
C (-0.547, 1.095, -0.875)  0.673
O (-1.522, 0.387, -1.047)  -0.625
N (-0.613, 2.445, -0.827)  -0.603
C (-1.820, 3.231, -1.023)  -0.269
C (-3.014, 2.373, -1.219)  0.472
N (-3.621, 2.104, -2.325)  -0.274
N (-4.664, 1.304, -2.028)  -0.303
C (-4.643, 1.141, -0.743)  0.283
S (-5.695, 0.138, 0.183)  0.309
C (-5.306, 0.675, 1.893)  -0.628
C (-3.858, 1.006, 2.230)  0.592
O (-3.625, 2.070, 2.760)  -0.538
C (-2.803, 0.007, 1.972)  -0.203
C (-3.042, -1.273, 1.472)  -0.100
C (-1.991, -2.139, 1.247)  -0.252
C (-0.695, -1.737, 1.533)  0.000
Cl (0.614, -2.821, 1.265)  0.016
C (-0.435, -0.473, 2.043)  -0.244
C (-1.488, 0.390, 2.251)  -0.138
O (-3.641, 1.822, -0.150)  -0.432
C (1.065, -0.705, -1.298)  -0.304
C (2.299, -1.320, -1.168)  0.346
O (2.581, -2.545, -1.695)  -0.521
C (1.563, -3.231, -2.385)  -0.254
C (3.334, -0.689, -0.443)  0.171
O (4.568, -1.260, -0.261)  -0.519
C (5.182, -1.940, -1.338)  -0.241
H (5.692, 1.721, 1.734)  0.188
H (5.803, 0.963, 0.127)  0.176
H (5.420, -0.033, 1.556)  0.192
H (1.663, 2.071, 0.552)  0.219
H (0.244, 2.969, -0.747)  0.404
H (-1.714, 3.860, -1.913)  0.234
H (-1.984, 3.861, -0.139)  0.222
H (-5.646, -0.151, 2.520)  0.252
H (-5.910, 1.559, 2.109)  0.252
H (-4.044, -1.604, 1.249)  0.216
H (-2.174, -3.125, 0.849)  0.227
H (0.578, -0.174, 2.260)  0.236
H (-1.316, 1.384, 2.635)  0.237
H (0.256, -1.170, -1.836)  0.247
H (1.237, -2.683, -3.273)  0.181
H (2.008, -4.178, -2.687)  0.200
H (0.702, -3.425, -1.738)  0.188
H (4.998, -1.434, -2.288)  0.178
H (4.841, -2.974, -1.408)  0.194
H (6.251, -1.923, -1.119)  0.185

frontier orbital gap: 8.42 eV
multiplicity: 1
LUMO: 0.0 eV

6.
Density functional theory data (ωB97M-V/def2-TZVPD) for a 7-piece molecular cluster, C16H47NO7 overall at a distorted geometry.

Each line ends with the Mulliken charge.
CARTESIAN COORDINATES (ANGSTROEM)
C (-40.431, -12.225, -6.202)  -0.844
O (-39.071, -11.952, -5.900)  -0.245
C (-38.304, -11.382, -6.944)  -0.672
C (-38.338, -12.160, -8.245)  0.565
C (-37.799, -13.601, -8.199)  -1.143
N (-37.454, -11.471, -9.222)  -0.747
H (-40.522, -13.160, -6.759)  0.284
H (-40.868, -11.419, -6.797)  0.370
H (-40.943, -12.308, -5.247)  0.247
H (-38.636, -10.348, -7.118)  0.405
H (-37.277, -11.290, -6.585)  -0.019
H (-39.329, -12.192, -8.700)  0.366
H (-36.709, -13.662, -8.212)  0.097
H (-38.126, -14.128, -9.094)  0.388
H (-38.133, -14.086, -7.279)  0.356
H (-37.627, -10.470, -9.174)  0.270
H (-36.487, -11.620, -8.958)  0.255
C (-34.080, -15.908, -7.904)  -0.338
C (-35.026, -16.320, -9.023)  -0.265
O (-34.996, -15.289, -10.021)  -0.539
H (-33.810, -16.711, -7.219)  0.326
H (-34.651, -15.192, -7.309)  -0.432
H (-33.167, -15.434, -8.259)  0.350
H (-36.039, -16.387, -8.612)  0.224
H (-34.772, -17.258, -9.525)  0.429
H (-35.345, -15.681, -10.826)  0.287
C (-31.948, -14.663, -3.560)  -0.759
C (-32.680, -16.001, -3.490)  -0.419
O (-33.551, -16.213, -4.593)  -0.471
H (-31.382, -14.627, -4.493)  0.279
H (-31.202, -14.692, -2.759)  0.389
H (-32.530, -13.750, -3.462)  0.074
H (-33.246, -16.118, -2.561)  0.285
H (-31.894, -16.750, -3.591)  0.313
H (-34.295, -15.593, -4.509)  0.343
C (-32.957, -9.637, -6.735)  -0.742
C (-32.152, -8.357, -6.845)  -0.451
O (-31.599, -8.024, -5.570)  -0.511
H (-33.502, -9.649, -5.793)  0.243
H (-32.233, -10.454, -6.648)  0.240
H (-33.551, -9.850, -7.621)  0.378
H (-32.792, -7.533, -7.167)  0.243
H (-31.371, -8.472, -7.599)  0.338
H (-30.643, -7.974, -5.635)  0.299
C (-38.917, -12.972, -1.252)  -1.311
C (-38.335, -13.104, -2.657)  0.473
O (-38.050, -14.510, -2.825)  -0.581
H (-39.902, -13.433, -1.181)  0.308
H (-38.942, -11.954, -0.852)  0.362
H (-38.221, -13.474, -0.578)  0.344
H (-37.422, -12.513, -2.725)  0.167
H (-39.014, -12.708, -3.414)  -0.130
H (-38.890, -14.955, -2.966)  0.303
C (-31.460, -10.572, -2.930)  -0.374
C (-30.247, -10.999, -2.049)  -0.495
O (-30.587, -11.915, -1.038)  -0.505
H (-31.899, -11.435, -3.432)  -0.056
H (-31.083, -9.900, -3.700)  0.104
H (-32.216, -10.101, -2.303)  0.398
H (-29.940, -10.059, -1.574)  0.347
H (-29.421, -11.309, -2.683)  0.350
H (-31.383, -11.621, -0.589)  0.288
C (-34.716, -12.104, -5.037)  -0.759
C (-35.719, -13.245, -5.117)  1.574
O (-35.522, -14.203, -4.081)  -0.524
H (-34.951, -11.387, -5.824)  0.089
H (-33.688, -12.451, -5.123)  0.227
H (-34.829, -11.593, -4.079)  0.309
H (-35.740, -13.754, -6.083)  -1.052
H (-36.721, -12.825, -4.975)  -0.210
H (-36.348, -14.322, -3.589)  0.302

frontier orbital gap: 9.87 eV
multiplicity: 1
energy above the lowest of the compared OMol25 structures with the same formula, charge and spin: 0.000 eV
LUMO: 0.5 eV